[1]
{"formula": "C4H30N2O11S", "method": "ωB97M-V with the def2-TZVPD basis set", "homo_ev": -1.388, "e_tot_ev": -40974.3930, "total_charge": -2, "symbols": ["C", "N", "C", "O", "C", "C", "S", "N", "H", "H", "H", "H", "H", "H", "H", "H", "H", "H", "H", "H", "O", "H", "H", "O", "H", "H", "O", "H", "H", "O", "H", "H", "O", "H", "H", "O", "H", "H", "O", "H", "H", "O", "H", "H", "O", "H", "H", "O"], "coordinates": [[0.0786, -0.6321, 2.2858], [-1.0843, 0.2366, 1.9092], [-0.9481, 1.6425, 2.2810], [-1.1335, 2.5726, 1.2169], [0.3723, -1.5917, 1.1509], [1.0725, -2.9147, 1.7259], [2.8105, -3.1494, 1.2271], [1.0695, -0.8760, 0.0896], [0.9883, -0.0531, 2.4785], [-0.2644, -1.1101, 3.1966], [-1.1927, 0.1768, 0.9157], [-1.7018, 1.8658, 3.0569], [0.0415, 1.8699, 2.7025], [-0.5107, -2.0225, 0.6682], [0.4543, -3.7464, 1.3723], [0.9009, -2.8848, 2.8022], [1.6229, -1.4640, -0.5202], [1.6436, -0.1606, 0.5153], [2.4833, 1.5996, -0.4037], [3.6954, 0.7844, -0.7115], [3.4512, 1.6622, -0.3884], [-1.2139, 0.2342, -1.8575], [0.0711, -0.2731, -1.5409], [-0.4762, -0.2349, -2.3631], [1.3046, -3.9819, -2.1452], [2.3030, -3.2521, -1.0883], [1.9986, -3.3181, -2.0136], [0.3924, 2.6431, 0.3750], [0.6880, 2.7870, -1.1453], [1.1011, 2.8815, -0.2749], [-3.2060, 0.5883, -0.6060], [-4.6585, 1.2109, -0.1746], [-4.2144, 0.5942, -0.7638], [-2.6670, -1.7915, 0.5422], [-3.9129, -1.2751, 0.1450], [-3.4897, -2.1413, 0.2066], [-1.4923, 1.9680, 0.3210], [-2.1945, 2.1240, -1.1986], [-1.7707, 1.3633, -0.7851], [0.4089, 3.6570, 2.0732], [1.7060, 3.9379, 1.3556], [1.2318, 4.1553, 2.1729], [0.8863, 0.6581, -3.5367], [1.5967, 1.1421, -2.2525], [1.4620, 1.3482, -3.1832], [-0.5319, -1.8873, -2.9360], [0.8620, -2.5369, -3.2648], [-0.0337, -2.4059, -3.6323]]}

=====

[2]
{"formula": "C38H58AsClCsN5O4Si3Te", "method": "ωB97M-V with the def2-TZVPD basis set", "homo_ev": -8.308, "e_tot_ev": -160823.8115, "total_charge": 0, "symbols": ["Cs", "Cl", "C", "C", "C", "C", "N", "C", "H", "H", "H", "H", "C", "Si", "C", "C", "As", "Si", "C", "C", "C", "Si", "C", "C", "C", "H", "H", "H", "H", "H", "H", "H", "H", "H", "H", "H", "H", "H", "H", "H", "H", "H", "H", "H", "H", "H", "H", "H", "H", "H", "H", "H", "Te", "C", "C", "C", "C", "C", "C", "C", "C", "C", "C", "C", "C", "H", "H", "H", "H", "H", "H", "H", "H", "H", "H", "C", "N", "C", "C", "N", "N", "C", "C", "H", "H", "H", "H", "H", "H", "H", "H", "H", "H", "H", "H", "H", "O", "C", "O", "C", "C", "C", "C", "C", "C", "N", "O", "O", "H", "H", "H", "H"], "coordinates": [[0.2169, -1.3776, -1.7869], [6.5990, -3.3203, -1.6984], [5.7273, -1.8284, -1.7978], [6.3521, -0.6327, -1.5051], [5.6092, 0.5329, -1.6017], [4.2799, 0.4477, -1.9796], [3.6700, -0.7113, -2.2400], [4.3864, -1.8339, -2.1482], [7.3920, -0.6210, -1.1997], [6.0527, 1.4932, -1.3723], [3.6709, 1.3404, -2.0694], [3.8750, -2.7749, -2.3291], [0.1642, 4.8011, -4.0512], [1.0380, 4.8924, -2.4041], [0.6281, 6.5399, -1.6386], [2.8809, 4.8211, -2.6915], [0.4601, 2.9358, -1.2363], [1.4998, 3.3178, 0.8405], [0.7168, 2.2380, 2.1405], [1.4904, 5.0744, 1.4659], [3.2780, 2.7840, 0.6252], [-1.8275, 3.2719, -0.7976], [-2.6963, 2.7611, -2.3741], [-2.3475, 2.1223, 0.5829], [-2.3821, 4.9983, -0.3689], [0.5422, 5.5836, -4.7189], [-0.9158, 4.9483, -3.9364], [0.3220, 3.8304, -4.5317], [0.9525, 7.3255, -2.3312], [1.1341, 6.6968, -0.6841], [-0.4464, 6.6543, -1.4739], [3.1832, 5.6266, -3.3701], [3.1695, 3.8653, -3.1423], [3.4413, 4.9395, -1.7570], [-0.2045, 2.6825, 2.5329], [1.4199, 2.1214, 2.9752], [0.4773, 1.2401, 1.7630], [0.4999, 5.5358, 1.3939], [2.1995, 5.6997, 0.9147], [1.7909, 5.0713, 2.5204], [3.3445, 1.6963, 0.5154], [3.8699, 3.0784, 1.4997], [3.7327, 3.2385, -0.2626], [-2.2868, 1.8249, -2.7633], [-2.5777, 3.5206, -3.1551], [-3.7701, 2.6193, -2.1974], [-1.7468, 1.2090, 0.6049], [-3.3958, 1.8331, 0.4441], [-2.2527, 2.6070, 1.5605], [-2.3678, 5.6484, -1.2491], [-1.7607, 5.4584, 0.4068], [-3.4126, 4.9520, 0.0017], [-3.3681, -0.9586, -1.8280], [-5.4426, -0.7180, -1.5567], [-6.2793, -0.5938, -2.6627], [-7.6517, -0.4695, -2.4791], [-8.1868, -0.4670, -1.1963], [-7.3498, -0.5848, -0.0934], [-5.9766, -0.7055, -0.2711], [-3.3426, -3.0669, -1.8071], [-3.5000, -3.7591, -0.6077], [-3.3843, -5.1422, -0.5889], [-3.0999, -5.8343, -1.7595], [-2.9515, -5.1472, -2.9553], [-3.0731, -3.7621, -2.9842], [-5.8637, -0.6032, -3.6621], [-8.3031, -0.3781, -3.3401], [-9.2570, -0.3721, -1.0562], [-7.7647, -0.5820, 0.9076], [-5.3240, -0.7936, 0.5898], [-3.7001, -3.2206, 0.3101], [-3.4845, -5.6777, 0.3474], [-2.9752, -6.9099, -1.7344], [-2.7240, -5.6862, -3.8667], [-2.9446, -3.2268, -3.9155], [0.2914, 0.1144, 5.2526], [0.5734, -1.0762, 4.4557], [1.9661, -1.4797, 4.5027], [-0.0620, -1.1725, 3.2124], [0.5416, -1.2839, 2.0833], [-1.4459, -1.1312, 3.2624], [-2.1214, -1.3912, 2.0012], [-2.1571, -1.6889, 4.4076], [0.2949, -0.1259, 6.3183], [-0.6805, 0.5253, 4.9880], [1.0447, 0.8915, 5.0766], [2.2455, -1.6607, 5.5409], [2.6451, -0.7119, 4.1033], [2.1106, -2.4022, 3.9443], [1.5447, -1.2110, 2.2062], [-1.5567, -0.9329, 1.2058], [-3.1356, -0.9915, 2.0290], [-2.1550, -2.4677, 1.7958], [-2.2572, -2.7778, 4.3222], [-3.1572, -1.2574, 4.4401], [-1.6569, -1.4701, 5.3425], [0.4744, -5.8239, -0.7133], [0.9782, -4.7134, -0.8462], [0.5151, -3.6878, -1.4678], [2.3361, -4.4860, -0.1926], [3.2665, -5.5182, -0.1554], [4.5206, -5.3187, 0.3983], [4.8196, -4.0810, 0.9387], [3.9025, -3.0469, 0.9557], [2.6602, -3.2567, 0.3787], [6.1735, -3.8454, 1.4893], [6.4683, -2.7076, 1.8097], [6.9175, -4.7997, 1.5983], [2.9914, -6.4774, -0.5742], [5.2690, -6.0983, 0.4114], [4.1809, -2.0963, 1.3923], [1.9248, -2.4614, 0.3713]]}

=====

[3]
{"formula": "C52H56ClF28N3O25P", "method": "ωB97M-V with the def2-TZVPD basis set", "homo_ev": -11.565, "e_tot_ev": -208359.4495, "total_charge": 1, "symbols": ["C", "C", "N", "C", "O", "N", "O", "C", "C", "O", "N", "C", "O", "F", "C", "C", "P", "O", "Cl", "C", "O", "C", "O", "C", "C", "C", "C", "C", "C", "H", "H", "H", "H", "H", "H", "H", "H", "H", "H", "H", "C", "C", "O", "C", "O", "C", "F", "F", "F", "H", "H", "H", "H", "H", "C", "C", "O", "C", "O", "C", "F", "F", "F", "H", "H", "H", "H", "H", "C", "C", "O", "C", "O", "C", "F", "F", "F", "H", "H", "H", "H", "H", "C", "C", "O", "C", "O", "C", "F", "F", "F", "H", "H", "H", "H", "H", "C", "C", "O", "C", "O", "C", "F", "F", "F", "H", "H", "H", "H", "H", "C", "C", "O", "C", "O", "C", "F", "F", "F", "H", "H", "H", "H", "H", "C", "C", "O", "C", "O", "C", "F", "F", "F", "H", "H", "H", "H", "H", "C", "C", "O", "C", "O", "C", "F", "F", "F", "H", "H", "H", "H", "H", "C", "C", "O", "C", "O", "C", "F", "F", "F", "H", "H", "H", "H", "H"], "coordinates": [[4.2717, -0.9016, 3.1126], [5.0715, -0.5334, 1.9119], [4.6538, 0.4036, 0.8001], [5.5268, 1.6636, 0.6216], [6.6786, 1.9023, 1.5484], [6.1870, 2.4358, 2.6981], [6.4697, 3.6198, 2.7959], [5.2663, 2.8161, -0.5149], [6.1492, 4.1974, -0.7053], [7.4839, 4.2302, -0.6677], [5.3653, 5.5021, -0.9549], [4.2262, 5.5935, 0.0620], [4.3950, 5.6021, 1.3937], [2.8273, 5.6441, -0.4755], [4.0109, 2.6039, -1.5758], [3.0942, 1.2599, -1.3717], [1.6121, 0.9811, -2.5569], [1.2161, 2.6001, -3.1418], [2.2536, -0.0744, -4.2969], [3.4592, 0.1963, -0.1337], [2.5769, -0.9707, 0.0189], [1.2613, -0.6138, 0.5708], [0.3305, -1.6060, 0.6187], [0.7769, 0.8651, 1.0835], [-0.6295, 1.4823, 0.4234], [-1.2532, 2.9566, 0.7820], [-0.5082, 3.9080, 1.8924], [0.8950, 3.3173, 2.5658], [1.5416, 1.8306, 2.1651], [4.2049, -2.0623, 3.3824], [3.7563, -0.1493, 3.8474], [6.1610, -1.0139, 1.8423], [4.9663, 5.3494, -1.9289], [3.7930, 3.4118, -2.4027], [1.3028, 3.2584, -2.3793], [-1.1846, 0.8230, -0.3789], [-2.2460, 3.3381, 0.2395], [-0.9830, 4.9518, 2.1693], [1.4085, 4.0505, 3.3557], [2.5506, 1.4918, 2.6584], [0.0265, -4.7232, -0.2746], [1.1953, -5.3233, 0.4845], [0.7971, -6.5305, 1.1516], [0.7754, -7.6656, 0.3817], [1.0660, -7.6896, -0.8100], [0.3852, -8.8786, 1.2259], [-0.6767, -8.6323, 2.0461], [1.4030, -9.2889, 2.0358], [0.0379, -9.9608, 0.4739], [-0.8286, -4.5718, 0.3921], [0.3047, -3.7632, -0.7183], [-0.3089, -5.3904, -1.0750], [1.5243, -4.6249, 1.2611], [2.0547, -5.5036, -0.1714], [-4.2486, -10.8036, 0.6014], [-3.5663, -9.4639, 0.3959], [-4.4098, -8.5784, -0.3559], [-5.3809, -7.9215, 0.3563], [-5.5550, -8.0586, 1.5630], [-6.1681, -6.9790, -0.5537], [-6.5146, -7.5565, -1.7401], [-5.4573, -5.8588, -0.8704], [-7.3313, -6.5449, 0.0083], [-4.5554, -11.2308, -0.3588], [-3.5784, -11.5064, 1.1044], [-5.1549, -10.6967, 1.2056], [-2.6519, -9.6051, -0.1898], [-3.2715, -9.0090, 1.3485], [-2.4273, 7.5636, -4.2173], [-1.3886, 7.0728, -3.2259], [-1.9108, 7.1082, -1.8892], [-2.6963, 6.0458, -1.5205], [-2.9650, 5.1045, -2.2602], [-3.1402, 6.1869, -0.0647], [-3.5711, 7.4457, 0.2369], [-2.1295, 5.9123, 0.8089], [-4.1641, 5.3493, 0.2629], [-2.7900, 8.5572, -3.9346], [-2.0072, 7.6130, -5.2258], [-3.2984, 6.9012, -4.2371], [-0.5203, 7.7398, -3.2455], [-1.0292, 6.0689, -3.4794], [-5.3058, 3.7381, -2.0868], [-6.7168, 3.5082, -2.5955], [-6.7238, 2.5144, -3.6315], [-6.7119, 1.2079, -3.2137], [-6.6909, 0.8666, -2.0354], [-6.7724, 0.2612, -4.4122], [-5.9263, 0.6268, -5.4179], [-8.0186, 0.2111, -4.9641], [-6.4461, -1.0229, -4.0929], [-4.6345, 3.9898, -2.9143], [-5.2857, 4.5499, -1.3543], [-4.9041, 2.8359, -1.6150], [-7.1009, 4.4326, -3.0394], [-7.4001, 3.2325, -1.7840], [-6.0086, -6.6910, 4.2996], [-4.5988, -7.0908, 4.6936], [-3.9611, -6.0341, 5.4268], [-4.2630, -5.9600, 6.7629], [-5.0309, -6.7275, 7.3343], [-3.4802, -4.8278, 7.4274], [-3.4928, -3.6762, 6.6962], [-2.1669, -5.1487, 7.6073], [-3.9631, -4.4981, 8.6585], [-6.0008, -5.7441, 3.7500], [-6.4688, -7.4607, 3.6738], [-6.6378, -6.5406, 5.1825], [-4.0004, -7.2578, 3.7919], [-4.5877, -8.0260, 5.2652], [5.3016, 5.2114, -5.3911], [4.8339, 5.9438, -6.6351], [3.4343, 5.7157, -6.8585], [2.5726, 6.4973, -6.1317], [2.9353, 7.3475, -5.3249], [1.1231, 6.1861, -6.5037], [0.8731, 4.8473, -6.5819], [0.7815, 6.7074, -7.7168], [0.2251, 6.6858, -5.6086], [5.0549, 4.1467, -5.4556], [6.3823, 5.3180, -5.2622], [4.8061, 5.5986, -4.4952], [5.3632, 5.5528, -7.5105], [5.0518, 7.0165, -6.5797], [10.3262, 0.3910, 5.6688], [9.7875, -0.6644, 4.7210], [8.7750, -1.4518, 5.3657], [7.5168, -0.9063, 5.3983], [7.2331, 0.1881, 4.9217], [6.5328, -1.8674, 6.0648], [7.0278, -2.4215, 7.2090], [6.2026, -2.9103, 5.2503], [5.3583, -1.2699, 6.4126], [10.6803, -0.0696, 6.5968], [11.1519, 0.9403, 5.2078], [9.5465, 1.1071, 5.9469], [10.5936, -1.3508, 4.4414], [9.4069, -0.2202, 3.7941], [-10.8954, 1.3850, 2.5301], [-11.4920, 2.7147, 2.1077], [-10.5841, 3.4261, 1.2528], [-10.5872, 3.0584, -0.0687], [-11.3031, 2.1761, -0.5317], [-9.6162, 3.9262, -0.8689], [-8.4139, 4.0876, -0.2448], [-10.1052, 5.1817, -1.0809], [-9.3361, 3.4143, -2.1005], [-9.9134, 1.5327, 2.9911], [-11.5495, 0.8764, 3.2438], [-10.7459, 0.7275, 1.6679], [-11.6526, 3.3409, 2.9915], [-12.4665, 2.5859, 1.6229], [9.5386, -2.0888, -1.9676], [9.0337, -0.7560, -2.4882], [7.8778, -0.9439, -3.3186], [6.6815, -1.0876, -2.6629], [6.5640, -1.0682, -1.4418], [5.5350, -1.2281, -3.6639], [5.8236, -2.0909, -4.6805], [5.2197, -0.0392, -4.2532], [4.3849, -1.6872, -3.0947], [9.7248, -2.7801, -2.7959], [10.4642, -1.9575, -1.4002], [8.7982, -2.5648, -1.3169], [9.8031, -0.2928, -3.1149], [8.8197, -0.0569, -1.6716]]}

=====

[4]
{"formula": "CH4NOP", "method": "ωB97M-V with the def2-TZVPD basis set", "homo_ev": -9.873, "e_tot_ev": -13927.9997, "total_charge": 0, "smiles": "CNP=O", "symbols": ["C", "N", "O", "P", "H", "H", "H", "H"], "coordinates": [[0.2512, -0.1643, 0.0626], [-0.3268, 0.9671, -0.6998], [-0.6626, 3.0191, -2.0080], [0.3959, 1.8827, -1.8225], [1.2231, -0.1572, -0.1901], [0.0648, -0.2165, 1.0777], [-0.2866, -1.1819, -0.2898], [-1.1267, 1.2817, -0.1726]]}